{
  "formula": "C22H26ClO4P2Pm",
  "method": "the ωB97M-V functional and the def2-TZVPD basis",
  "symbols": ["Pm", "Cl", "C", "O", "P", "C", "C", "C", "C", "C", "C", "C", "C", "H", "H", "H", "H", "H", "C", "C", "C", "C", "C", "H", "H", "H", "H", "H", "C", "C", "C", "C", "C", "H", "H", "H", "H", "H", "H", "H", "C", "O", "P", "O", "C", "O", "C", "H", "H", "H", "H", "H", "H", "H", "H", "H"],
  "coordinates": [[0.67688, 1.02929, -0.20964], [-0.46725, 1.84037, -2.34832], [-0.14232, -1.13854, 0.94051], [-0.56855, -2.05635, 1.51532], [1.10194, -1.63802, -1.41583], [2.89923, -1.41886, -1.76288], [1.01950, -3.37969, -0.89005], [0.33025, -1.67875, -3.08125], [0.25683, -4.34681, -1.56065], [0.19537, -5.65312, -1.07229], [0.87014, -6.00048, 0.09619], [1.61510, -5.03690, 0.78285], [1.68133, -3.73357, 0.29637], [-0.28211, -4.09104, -2.46948], [-0.40659, -6.39158, -1.60177], [0.78804, -7.01143, 0.49663], [2.12750, -5.29880, 1.70853], [2.25675, -2.99017, 0.84638], [3.44528, -0.12063, -1.81234], [4.83393, 0.03697, -1.82674], [5.66704, -1.07272, -2.02468], [5.11261, -2.34914, -2.12814], [3.73937, -2.52722, -1.96477], [2.80267, 0.77754, -1.91712], [5.27451, 1.02425, -1.68939], [6.74463, -0.94818, -2.09456], [5.73969, -3.22262, -2.32195], [3.31086, -3.52805, -2.00388], [1.10215, -1.80453, -4.24410], [0.47801, -1.81051, -5.49325], [-0.90910, -1.65970, -5.58828], [-1.67427, -1.51284, -4.42500], [-1.06509, -1.50977, -3.17632], [2.18980, -1.88885, -4.16694], [1.09074, -1.90627, -6.38917], [-1.38195, -1.61824, -6.56605], [-2.75284, -1.38087, -4.49999], [-1.66065, -1.33543, -2.27553], [2.66373, 3.21761, -1.06556], [2.08546, 2.96575, -1.51007], [-1.29861, 0.80043, 3.67091], [-0.32137, 1.60072, 2.98063], [-0.56185, 2.89313, 1.96522], [-1.85876, 3.72780, 2.47889], [-3.15234, 3.30501, 2.96050], [-1.24611, 1.88701, 0.66528], [-2.59986, 1.86570, 0.17241], [-0.70965, -0.03514, 4.06845], [-2.07039, 0.37004, 3.01235], [-1.75270, 1.38999, 4.49502], [-3.41602, 2.26201, 2.73564], [-3.16580, 3.46696, 4.05075], [-3.88850, 3.97065, 2.47107], [-2.99133, 0.85743, 0.36178], [-3.21216, 2.63154, 0.64976], [-2.51565, 2.05547, -0.89542]],
  "forces_ev_per_a": [[-0.13, 0.25, -1.41], [0.86, -0.47, 0.82], [-2.31, -3.55, 3.44], [1.81, 3.75, -2.62], [0.80, -1.05, -2.30], [0.00, 0.08, -0.15], [-0.33, -0.18, 0.74], [-0.35, 0.58, 0.01], [0.14, 0.16, -0.03], [0.01, 0.09, 0.08], [-0.08, 0.16, 0.03], [-0.04, 0.09, -0.06], [-0.07, -0.30, -0.03], [0.10, -0.03, 0.15], [0.20, 0.19, 0.13], [0.09, 0.27, -0.16], [-0.11, 0.07, -0.27], [0.01, -0.11, -0.07], [0.08, -0.31, 0.48], [0.11, 0.01, -0.26], [-0.34, 0.03, 0.25], [-0.14, 0.05, -0.10], [-0.12, 0.27, 0.21], [0.29, -0.39, 0.20], [-0.11, -0.19, -0.34], [-0.21, 0.06, 0.06], [-0.15, 0.36, 0.08], [0.14, 0.24, 0.10], [-0.08, -0.08, 0.21], [-0.11, 0.10, 0.13], [0.34, 0.04, 0.35], [-0.05, -0.01, -0.14], [0.45, 0.00, -0.09], [-0.41, -0.01, -0.13], [-0.22, 0.02, 0.20], [0.04, -0.09, 0.20], [0.26, -0.02, 0.01], [0.09, -0.17, -0.26], [-0.58, -0.33, -0.26], [0.49, 0.33, 0.32], [-0.05, -0.37, 0.62], [0.15, 1.52, -1.31], [-2.45, -0.94, 1.68], [2.01, -1.10, -1.02], [-0.87, 0.31, 0.46], [0.60, 0.58, 1.02], [-0.40, -0.20, -0.43], [-0.35, 0.27, 0.17], [0.25, 0.42, 0.03], [0.30, -0.49, -0.56], [0.36, 0.36, 0.05], [-0.05, -0.06, -0.52], [0.39, -0.35, 0.37], [-0.11, 0.36, -0.04], [0.22, -0.18, -0.14], [-0.34, -0.02, 0.06]],
  "multiplicity": 5,
  "charge": 2,
  "energy_ha": -2905.63505,
  "homo_lumo_gap_ha": [0.242, 0.254]
}